Version P
Density functional theory data (the ωB97M-V functional and the def2-TZVPD basis) for the ion C5H7N2O with charge +1.

Positions of all 15 atoms, in Å:
C (1.0181, -1.6574, 1.7559)
N (0.3153, -1.3399, 0.7480)
C (0.7184, -0.4487, -0.3063)
C (-0.2974, 0.6160, -0.5983)
C (-0.0073, 1.8793, -1.1864)
N (-1.0990, 2.5624, -1.3349)
O (-2.1159, 1.8245, -0.8742)
C (-1.6604, 0.6604, -0.4369)
H (2.0214, -1.2549, 1.8768)
H (0.6441, -2.3387, 2.5083)
H (-0.6278, -1.7275, 0.6292)
H (0.8648, -1.0549, -1.2113)
H (1.6727, 0.0193, -0.0494)
H (0.9379, 2.2785, -1.4937)
H (-2.3848, -0.0183, -0.0268)

Output
SMILES: C=[NH+]Cc1cnoc1
Orbital gap: 0.3042 hartree
Charge: +1
Multiplicity: 1



Version Q
Density functional theory data (the ωB97M-V functional and the def2-TZVPD basis) for a structure of composition C5H7N2O.

Positions of all 15 atoms, in Å:
C (-2.5208, 0.3337, -0.8178)
C (-2.7302, 1.3404, -0.1532)
C (-1.9244, 2.0434, 0.7429)
C (-0.7111, -0.2649, -0.4028)
C (1.2014, -0.1874, 0.8834)
N (-1.8509, -0.8606, -0.9664)
N (-0.0281, -0.7623, 0.5587)
O (-0.7271, 1.8353, 0.8308)
H (-2.4120, 2.5938, 1.5248)
H (-0.1592, 0.3861, -1.0285)
H (1.6105, -0.3938, 1.9168)
H (1.7644, -0.8101, 0.2049)
H (1.3204, 0.8634, 0.4958)
H (-1.6900, -1.2792, -1.8877)
H (-0.5338, -1.4749, 1.1726)

Output
Orbital gap: 0.3431 hartree
Charge: +1
Multiplicity: 1



It is version P that is the most stable of them.



Version P
Density functional theory data (the ωB97M-V functional and the def2-TZVPD basis) for a cluster of 2 separate species, C5H7N2O in total.

Positions of all 15 atoms, in Å:
C (-2.2230, 0.8571, -0.2177)
C (-2.5627, -0.5003, -0.0936)
C (-0.9508, 1.2721, -0.0821)
C (-1.4668, -1.2588, 0.2091)
C (3.8225, -0.2564, -0.0521)
N (0.0431, 0.3357, 0.0653)
N (-0.2543, -0.8661, 0.2468)
O (2.9174, 0.5251, -0.0306)
H (-2.9561, 1.5881, -0.2386)
H (-3.5411, -0.7241, -0.2113)
H (-0.6698, 2.2887, -0.2581)
H (-1.5035, -2.3357, 0.4347)
H (3.5210, -1.3588, 0.3264)
H (4.8250, -0.0938, -0.3547)
H (0.9990, 0.5271, 0.2566)

Output
Orbital gap: 0.3145 hartree
Charge: +1
Multiplicity: 1



Version Q
Density functional theory data (the ωB97M-V functional and the def2-TZVPD basis) for the ion C5H7N2O with charge +1.

Positions of all 15 atoms, in Å:
C (2.1261, 1.1635, 0.0382)
O (2.6831, 0.0273, 0.1525)
N (1.9496, -1.0720, -0.0035)
N (0.6906, -0.6552, -0.1368)
C (0.4396, 0.6283, -0.1262)
C (-0.8928, 1.0510, -0.1334)
C (-1.5173, -0.3292, 0.1694)
C (-0.5507, -1.4344, -0.0911)
H (2.5850, 2.1159, 0.0049)
H (-1.0456, 1.8369, 0.7351)
H (-1.1418, 1.6775, -1.0448)
H (-1.6788, -0.3429, 1.1889)
H (-2.5210, -0.3791, -0.2819)
H (-0.4803, -2.3679, 0.6277)
H (-0.6458, -1.9197, -1.0992)

Output
SMILES: c1on[n+]2c1CCC2
Orbital gap: 0.3523 hartree
Charge: +1
Multiplicity: 1



It is version P that is the most stable of them.



Version P
Density functional theory data (the ωB97M-V functional and the def2-TZVPD basis) for a cluster of 2 separate species, C3H9N2O in total.

Positions of all 15 atoms, in Å:
C (-1.9580, 0.2345, -0.6088)
C (-1.5044, 1.6858, -1.0627)
C (-0.6239, 0.5968, -0.7257)
N (1.8447, -1.5627, 1.3169)
N (0.5244, 0.3276, -0.2554)
O (-1.4543, 2.8214, -0.2935)
H (-2.4360, 0.0593, 0.2887)
H (-2.3406, -0.2806, -1.3982)
H (-1.5772, 1.8149, -2.2102)
H (2.7628, -1.0583, 1.3769)
H (1.9090, -2.3877, 0.7380)
H (1.4927, -1.7425, 2.2765)
H (1.3279, 1.0302, -0.4930)
H (1.2046, -0.7415, 0.6779)
H (-2.2687, 3.3115, -0.6431)

Output
Orbital gap: 0.3823 hartree
Charge: +1
Multiplicity: 1



Version Q
Density functional theory data (the ωB97M-V functional and the def2-TZVPD basis) for a cluster of 2 separate species, C3H9N2O in total.

Positions of all 15 atoms, in Å:
C (-0.7587, -0.4319, -0.6154)
C (-0.9344, 1.6493, 0.5671)
C (3.0310, -1.0981, 0.2275)
N (-0.1830, 0.4742, 0.0452)
N (-2.1496, -0.6522, -0.6656)
O (2.0109, -0.9066, -0.4054)
H (-1.5527, 1.3683, 1.3765)
H (-0.3743, 2.5342, 0.8715)
H (-1.6757, 1.8471, -0.1932)
H (3.6760, -0.2268, 0.5799)
H (3.3811, -2.1623, 0.3540)
H (0.8281, 0.5630, 0.0072)
H (-2.3971, -1.6220, -0.8768)
H (-2.7157, -0.1723, -0.0706)
H (-0.1860, -1.1639, -1.2019)

Output
Orbital gap: 0.4075 hartree
Charge: +1
Multiplicity: 1



Version R
Density functional theory data (the ωB97M-V functional and the def2-TZVPD basis) for the ion C3H9N2O with charge +1.

Positions of all 15 atoms, in Å:
N (1.3870, -1.0149, 0.2368)
C (0.3434, -0.2110, 0.0020)
C (-0.7902, -0.8479, -0.8674)
O (-1.9623, -0.1814, -0.7743)
C (-0.1420, 0.7923, 1.0314)
N (0.5541, 1.3255, -0.2199)
H (2.1177, -1.3048, -0.4603)
H (1.9079, -0.6562, 1.1076)
H (-0.5552, -0.8431, -1.9000)
H (-1.0805, -1.9115, -0.5376)
H (-2.3083, -0.5405, 0.0760)
H (0.2097, 1.0159, 2.1270)
H (-1.2270, 0.8341, 1.1106)
H (1.5156, 1.6162, -0.0796)
H (0.0302, 1.9273, -0.8522)

Output
SMILES: N[C@@]1(CO)C[NH2+]1
Orbital gap: 0.4281 hartree
Charge: +1
Multiplicity: 1



It is version Q that is the most stable of them.



Version P
Density functional theory data (the ωB97M-V functional and the def2-TZVPD basis) for a structure of composition C32H41BrF4N7OPSn.

Positions of all 88 atoms, in Å:
Sn (0.7359, -0.8374, -0.4839)
C (-1.7450, -3.6923, -1.0813)
C (-2.2000, -2.4410, -0.3407)
N (-1.1580, -1.8419, 0.5451)
C (-0.7556, -2.7901, 1.6049)
C (0.1542, -2.1317, 2.6311)
N (1.0383, -1.1363, 1.9908)
C (2.3732, -1.0110, 2.6267)
C (3.3668, -2.0752, 2.1945)
C (3.8369, -1.9635, 0.7499)
N (2.8336, -2.3770, -0.2564)
C (2.3291, -3.7417, -0.1012)
C (1.4310, -4.0982, -1.2791)
N (0.5699, -2.9687, -1.7127)
C (-0.7547, -3.4299, -2.2007)
H (-2.6367, -4.1423, -1.5217)
H (-1.3632, -4.4480, -0.3914)
H (-3.0709, -2.6786, 0.2772)
H (-2.4927, -1.6716, -1.0511)
H (-1.6075, -1.0426, 1.0007)
H (-0.2507, -3.6235, 1.1222)
H (-1.6418, -3.1961, 2.1012)
H (0.7550, -2.8966, 3.1242)
H (-0.4382, -1.6414, 3.4086)
H (0.5866, -0.2395, 2.1626)
H (2.2550, -1.0304, 3.7147)
H (2.7587, -0.0223, 2.3691)
H (2.9913, -3.0770, 2.4154)
H (4.2513, -1.9633, 2.8249)
H (4.7527, -2.5476, 0.6184)
H (4.0895, -0.9208, 0.5396)
H (3.2920, -2.3153, -1.1632)
H (1.7590, -3.7887, 0.8255)
H (3.1340, -4.4801, -0.0161)
H (0.7940, -4.9361, -0.9958)
H (2.0293, -4.4389, -2.1282)
H (1.0130, -2.5180, -2.5145)
H (-0.6271, -4.3235, -2.8188)
H (-1.1496, -2.6489, -2.8423)
F (-3.6844, 6.2747, -1.3610)
C (-2.9518, 5.3369, -0.7906)
C (-3.1302, 5.0352, 0.5463)
F (-4.0307, 5.6902, 1.2592)
C (-2.3480, 4.0505, 1.1321)
F (-2.5344, 3.8329, 2.4368)
C (-1.4054, 3.3306, 0.4156)
P (-0.4110, 1.9722, 1.1210)
C (1.0002, 2.8082, 1.8950)
C (0.8852, 3.7009, 2.9632)
C (2.0116, 4.3210, 3.4762)
C (3.2621, 4.0629, 2.9244)
C (3.3867, 3.1896, 1.8548)
C (2.2565, 2.5655, 1.3421)
C (-1.4237, 1.2873, 2.4742)
C (-0.9568, 1.1093, 3.7730)
C (-1.7222, 0.4182, 4.7091)
C (-2.9576, -0.1020, 4.3586)
C (-3.4294, 0.0625, 3.0593)
C (-2.6649, 0.7409, 2.1235)
C (-1.2233, 3.6771, -0.9274)
Br (0.1490, 2.9083, -1.9820)
C (-1.9837, 4.6616, -1.5235)
F (-1.8154, 4.9983, -2.7979)
H (-0.0886, 3.9201, 3.3857)
H (1.9159, 5.0145, 4.3002)
H (4.1378, 4.5563, 3.3238)
H (4.3567, 3.0077, 1.4124)
H (2.3485, 1.9018, 0.4876)
H (-0.0031, 1.5261, 4.0729)
H (-1.3553, 0.3064, 5.7210)
H (-3.5589, -0.6194, 5.0932)
H (-4.4012, -0.3251, 2.7826)
H (-3.0532, 0.8766, 1.1171)
C (-0.9510, 0.9768, -6.8807)
N (-0.6445, 0.4957, -5.5448)
C (-1.5286, 0.5693, -4.3959)
C (-0.6864, -0.1359, -3.3509)
O (-1.0574, -0.2961, -2.1833)
N (0.5007, -0.5163, -3.8642)
C (0.4754, -0.1096, -5.1548)
N (1.5042, -0.3246, -5.9735)
H (-2.0304, 1.0557, -6.9808)
H (-0.6010, 0.2638, -7.6269)
H (-0.5107, 1.9569, -7.0667)
H (-2.4884, 0.0782, -4.5618)
H (-1.7054, 1.6010, -4.0807)
H (2.3546, -0.6861, -5.5781)
H (1.5528, 0.1003, -6.8834)

Output
Orbital gap: 0.3126 hartree
Charge: +2
Multiplicity: 1



Version Q
Density functional theory data (the ωB97M-V functional and the def2-TZVPD basis) for a structure of composition C32H41BrF4N7OPSn.

Positions of all 88 atoms, in Å:
Sn (0.4051, 0.0299, -1.2210)
C (2.5528, 1.6994, -3.8955)
C (3.3160, 1.7956, -2.5742)
N (2.5243, 1.5694, -1.3468)
C (2.0688, 2.7658, -0.6267)
C (0.7638, 3.2994, -1.1843)
N (-0.3524, 2.3361, -1.0137)
C (-1.5052, 2.7895, -1.8269)
C (-2.8455, 2.1111, -1.5526)
C (-2.8456, 0.6136, -1.2515)
N (-1.8518, -0.1740, -2.0051)
C (-1.9432, -0.1324, -3.4757)
C (-0.5827, -0.4498, -4.0804)
N (0.4067, 0.5082, -3.5370)
C (1.7618, 0.4115, -4.1277)
H (3.2958, 1.7909, -4.6894)
H (1.8865, 2.5581, -4.0298)
H (3.8155, 2.7684, -2.5241)
H (4.1052, 1.0421, -2.5901)
H (3.0941, 1.0253, -0.7093)
H (2.8196, 3.5624, -0.6522)
H (1.9227, 2.4982, 0.4237)
H (0.8668, 3.5034, -2.2522)
H (0.5110, 4.2448, -0.6961)
H (-0.6284, 2.3853, -0.0300)
H (-1.2281, 2.6617, -2.8753)
H (-1.6332, 3.8671, -1.6871)
H (-3.4789, 2.3247, -2.4159)
H (-3.3362, 2.6011, -0.7100)
H (-3.8536, 0.2235, -1.4186)
H (-2.6232, 0.4459, -0.1962)
H (-1.9262, -1.1487, -1.7148)
H (-2.2540, 0.8666, -3.7853)
H (-2.6941, -0.8310, -3.8508)
H (-0.6292, -0.3865, -5.1702)
H (-0.2592, -1.4591, -3.8104)
H (0.0646, 1.4460, -3.7314)
H (1.6698, 0.2251, -5.2003)
H (2.2665, -0.4533, -3.6868)
F (2.9349, -1.7570, 6.5109)
C (2.1816, -1.2943, 5.5330)
C (1.0956, -0.4829, 5.8097)
F (0.8034, -0.1660, 7.0583)
C (0.3194, -0.0094, 4.7646)
F (-0.7142, 0.7689, 5.0826)
C (0.5839, -0.3175, 3.4357)
P (-0.4927, 0.3006, 2.0795)
C (-0.6007, 2.0862, 2.4340)
C (-1.7381, 2.7997, 2.0431)
C (-1.7565, 4.1875, 2.1019)
C (-0.6392, 4.8806, 2.5482)
C (0.4945, 4.1797, 2.9376)
C (0.5179, 2.7932, 2.8743)
C (-2.1284, -0.4157, 2.4394)
C (-2.4243, -1.5775, 1.7191)
C (-3.6287, -2.2368, 1.9163)
C (-4.5511, -1.7317, 2.8214)
C (-4.2670, -0.5739, 3.5335)
C (-3.0589, 0.0819, 3.3516)
C (1.6833, -1.1434, 3.1879)
Br (2.1597, -1.6786, 1.4370)
C (2.4710, -1.6234, 4.2176)
F (3.5162, -2.4061, 3.9741)
H (-2.6224, 2.2658, 1.7140)
H (-2.6520, 4.7269, 1.8203)
H (-0.6587, 5.9603, 2.6113)
H (1.3612, 4.7130, 3.3060)
H (1.4085, 2.2604, 3.1901)
H (-1.7083, -1.9676, 1.0018)
H (-3.8479, -3.1409, 1.3632)
H (-5.4935, -2.2407, 2.9745)
H (-4.9874, -0.1827, 4.2395)
H (-2.8454, 0.9780, 3.9163)
C (2.2864, -6.4308, -0.6795)
N (1.6648, -5.1614, -1.0120)
C (0.3654, -4.7091, -0.5612)
C (0.2793, -3.3590, -1.2558)
O (-0.6769, -2.5881, -1.1454)
N (1.3970, -3.1278, -1.9806)
C (2.1721, -4.2178, -1.8076)
N (3.3615, -4.3418, -2.3909)
H (1.6123, -6.9895, -0.0367)
H (3.2226, -6.2815, -0.1391)
H (2.4682, -7.0266, -1.5755)
H (0.3174, -4.5923, 0.5235)
H (-0.4403, -5.3702, -0.8855)
H (3.6759, -3.6164, -3.0093)
H (3.9320, -5.1598, -2.2711)

Output
Orbital gap: 0.3151 hartree
Charge: +2
Multiplicity: 1



It is version Q that is the most stable of them.